[1]
ORCA calculation (ωB97M-V/def2-TZVPD) on a cluster of 2 separate species, C5H12N3 in total.

The calculation puts the LUMO energy at -4.0 eV. Its total charge is +1. The HOMO-LUMO gap comes out at 9.66 eV. As for the calculated total energy: -361.6161 Eh. Its HOMO energy is -13.701 eV.

CARTESIAN COORDINATES (ANGSTROEM)
C 2.27 0.49 0.29
C 0.55 -0.99 1.28
C 0.50 0.48 -2.10
C -2.68 0.13 0.92
C 0.89 -0.13 0.18
N -2.38 -0.45 -0.32
N 0.20 -0.06 -0.85
N -1.61 -0.72 -1.11
H 2.80 0.12 -0.65
H 2.13 1.60 0.14
H 2.68 0.14 1.15
H 1.04 -1.97 1.23
H -0.48 -1.19 1.30
H 0.92 -0.39 2.16
H 0.15 1.60 -2.09
H 1.56 0.38 -2.40
H -0.14 -0.02 -2.84
H -3.43 0.84 0.72
H -1.89 0.74 1.35
H -3.08 -0.59 1.65

---

[2]
ORCA calculation (ωB97M-V/def2-TZVPD) on a structure of composition C5H12N3.

The calculation puts the LUMO energy at -4.5 eV. Its total charge is +1. The HOMO-LUMO gap comes out at 9.69 eV. As for the calculated total energy: -361.6422 Eh. Its HOMO energy is -14.203 eV.

CARTESIAN COORDINATES (ANGSTROEM)
C 1.97 -1.08 0.08
C 1.77 1.18 -0.19
C -0.47 -0.58 0.27
C -2.71 0.47 0.21
C -1.84 -0.72 -0.19
N 2.33 0.18 0.67
N 0.65 -0.89 -0.56
N 0.59 0.52 -0.81
H 2.66 -1.33 -0.73
H 1.95 -1.89 0.80
H 1.50 2.09 0.34
H 2.45 1.42 -1.01
H -0.29 -0.22 1.28
H -2.35 1.38 -0.27
H -2.69 0.62 1.28
H -3.74 0.31 -0.10
H -1.88 -0.92 -1.27
H -2.24 -1.62 0.30
H 2.08 0.28 1.64
H 0.26 0.79 -1.73

---

[3]
ORCA calculation (ωB97M-V/def2-TZVPD) on the ion C5H12N3O2 with charge +1.

The calculation puts the LUMO energy at -4.6 eV. Its total charge is +1. The HOMO-LUMO gap comes out at 9.13 eV. Its SMILES is C=C(C)/C(CO)=[NH+]/ONN. As for the calculated total energy: -512.0020 Eh. Its HOMO energy is -13.704 eV.

CARTESIAN COORDINATES (ANGSTROEM)
C 1.00 -1.72 0.99
C 1.36 -0.77 0.14
C 2.30 -0.83 -1.07
C 0.44 0.39 -0.05
C 0.96 1.83 -0.02
O 2.23 1.95 0.53
N -0.82 0.13 -0.24
O -1.88 1.07 -0.21
N -3.05 0.38 -0.64
N -3.31 -0.59 0.33
H 0.11 -1.54 1.74
H 1.43 -2.71 1.12
H 2.76 -1.76 -1.25
H 2.99 -0.02 -0.87
H 1.93 -0.48 -2.03
H 1.10 2.24 -0.98
H 0.26 2.49 0.64
H 2.27 1.67 1.42
H -1.10 -0.78 0.18
H -3.82 1.05 -0.62
H -4.10 -0.51 0.88
H -3.05 -1.50 -0.01

---

[4]
ORCA calculation (ωB97M-V/def2-TZVPD) on an isolated molecule of C5H12N4.

The calculation puts the LUMO energy at 0.9 eV. Its total charge is 0. The HOMO-LUMO gap comes out at 8.50 eV. Its SMILES is C#CN(N)C(N)(N)CC. As for the calculated total energy: -416.6021 Eh. Its HOMO energy is -7.551 eV.

CARTESIAN COORDINATES (ANGSTROEM)
C 1.46 -0.30 -2.66
C 0.59 -0.34 -1.83
N -0.53 -0.32 -0.94
N -1.56 -1.26 -1.11
C -0.45 0.65 0.16
N -0.39 1.96 -0.39
N -1.61 0.61 1.00
C 0.88 0.34 1.02
C 1.15 -1.14 1.29
H 2.34 -0.17 -3.26
H -2.35 -1.04 -0.51
H -1.20 -2.18 -0.81
H -1.13 2.36 -0.95
H 0.49 2.47 -0.47
H -2.12 1.46 1.20
H -1.80 -0.17 1.61
H 0.74 0.85 1.98
H 1.77 0.79 0.58
H 1.81 -1.25 2.16
H 1.67 -1.60 0.44
H 0.23 -1.70 1.48

---

[5]
ORCA calculation (ωB97M-V/def2-TZVPD) on the ion C5H12N4 with charge +2.

The calculation puts the LUMO energy at -9.5 eV. Its total charge is +2. The HOMO-LUMO gap comes out at 9.86 eV. Its SMILES is C[C@H](CCNC#[NH+])N=[NH2+]. As for the calculated total energy: -415.9767 Eh. Its HOMO energy is -19.368 eV.

CARTESIAN COORDINATES (ANGSTROEM)
C 1.66 0.17 1.24
C 1.24 0.17 -0.21
C 0.36 1.32 -0.60
C -1.07 1.31 -0.10
N -1.83 0.19 -0.79
C -2.69 -0.47 -0.19
N -3.38 -1.21 0.42
N 0.73 -1.13 -0.19
N 1.42 -2.16 -0.48
H 1.15 -0.39 1.97
H 1.53 1.17 1.59
H 2.69 -0.21 1.42
H 2.19 0.24 -0.62
H 0.30 1.27 -1.64
H 0.70 2.39 -0.38
H -1.11 1.26 0.98
H -1.53 2.26 -0.41
H -1.63 0.06 -1.79
H -4.26 -1.15 0.89
H 2.37 -2.00 -0.91
H 1.18 -3.09 -0.22

---

[6]
ORCA calculation (ωB97M-V/def2-TZVPD) on an isolated molecule of C5H12N4O2.

The calculation puts the LUMO energy at 0.5 eV. Its total charge is 0. The HOMO-LUMO gap comes out at 9.33 eV. Its SMILES is CC[C@@H](NN=C(N)N)C(=O)O. As for the calculated total energy: -567.2102 Eh. Its HOMO energy is -8.882 eV.

CARTESIAN COORDINATES (ANGSTROEM)
C -1.77 -1.60 -0.83
C -1.67 -0.33 0.10
C -0.63 -0.53 1.21
N 0.78 -0.42 0.73
N 1.01 0.87 0.21
C 1.62 0.82 -0.98
N 1.94 1.93 -1.70
N 1.91 -0.40 -1.60
C -0.88 0.47 2.42
O -1.69 0.20 3.32
O -0.19 1.62 2.39
H -0.87 -1.63 -1.52
H -1.76 -2.49 -0.16
H -2.66 -1.64 -1.40
H -2.59 -0.28 0.72
H -1.55 0.66 -0.48
H -0.92 -1.46 1.68
H 1.34 -0.55 1.60
H 2.81 1.76 -2.34
H 2.01 2.83 -1.17
H 1.88 -0.23 -2.58
H 1.46 -1.21 -1.21
H 0.41 1.61 1.60

---

For the records above, the corresponding energy above the lowest of the compared OMol25 structures with the same formula, charge and spin values read 4.137, 3.427, 5.824, 3.900, 2.908, 0.986 eV.